(1)
{"formula": "C3H5N2", "method": "the ωB97M-V functional and the def2-TZVPD basis", "e_homo_ev": -15.746, "total_energy_ha": -226.445576, "max_force_ha_per_bohr": 0.0733, "charge": 1, "lumo_energy_ev": -4.3, "symbols": ["C", "C", "C", "N", "N", "H", "H", "H", "H", "H"], "xyz": [[0.55244, -1.23720, 0.78084], [0.74370, 1.30351, -0.17671], [-0.20118, -0.41816, 0.09699], [0.99659, 2.44209, -0.24179], [-1.29531, -0.27850, -0.63487], [1.44847, -0.92620, 1.27978], [0.26321, -2.23472, 1.02921], [1.41295, 3.31878, -0.37762], [-2.07099, 0.27956, -0.20890], [-1.03895, -0.58253, -1.62896]], "lowdin_charge": [0.12, 0.14, -0.28, 0.26, 0.11, 0.09, 0.10, 0.11, 0.17, 0.19]}


(2)
{"formula": "C3H5N2O", "method": "the ωB97M-V functional and the def2-TZVPD basis", "e_homo_ev": -15.404, "total_energy_ha": -301.743526, "max_force_ha_per_bohr": 0.1194, "charge": 1, "lumo_energy_ev": -4.5, "symbols": ["C", "C", "C", "N", "N", "O", "H", "H", "H", "H", "H"], "xyz": [[1.25750, 0.42350, 0.39566], [-1.75978, 0.15257, 0.20876], [1.05984, -0.54297, -0.50933], [1.50209, 1.27552, 1.14020], [-2.18259, -0.54147, -0.66220], [-1.16336, 0.71243, 1.02096], [1.96168, -0.68971, -1.05535], [0.04584, -0.46559, -1.13765], [1.08317, -1.61995, -0.10249], [1.35598, 2.14626, 1.61379], [-3.16038, -0.85058, -0.91234]], "lowdin_charge": [-0.09, -0.42, 0.00, 0.39, 0.20, 0.15, 0.12, 0.16, 0.18, 0.16, 0.15]}


(3)
{"formula": "C3H5N2O", "method": "the ωB97M-V functional and the def2-TZVPD basis", "e_homo_ev": [-14.894, -14.788], "total_energy_ha": -301.564737, "max_force_ha_per_bohr": 0.1661, "charge": 1, "lumo_energy_ev": [-7.6, -7.8], "smiles": "[O-][N+]1=CC[NH+]=C1", "symbols": ["O", "N", "C", "C", "N", "C", "H", "H", "H", "H", "H"], "xyz": [[-0.09271, 2.89563, -0.81849], [-0.05807, 1.71938, -0.53799], [0.02806, 1.15413, 0.72325], [-0.05436, -0.32632, 0.63254], [-0.11190, -0.73735, -0.77788], [-0.00289, 0.81451, -1.52960], [-0.03817, 1.62582, 1.59945], [0.61889, -1.05045, 1.31950], [-0.99561, -0.70286, 1.09549], [0.58058, -1.32665, -1.18218], [0.16417, 0.87004, -2.60285]], "lowdin_charge": [0.07, -0.26, 0.19, -0.16, 0.11, 0.28, 0.12, 0.22, 0.17, 0.11, 0.16]}


(4)
{"formula": "C3H5N2O2", "method": "the ωB97M-V functional and the def2-TZVPD basis", "e_homo_ev": -14.726, "total_energy_ha": -376.792398, "max_force_ha_per_bohr": 0.0782, "charge": 1, "lumo_energy_ev": -5.1, "symbols": ["C", "C", "C", "N", "N", "O", "O", "H", "H", "H", "H", "H"], "xyz": [[-1.65829, -0.35451, -0.02830], [0.88115, -0.46225, 0.63419], [1.48506, 0.00232, -0.59003], [-1.32993, 0.78184, -0.07380], [1.25708, 0.76651, 0.63007], [-0.60755, 1.75729, -0.16696], [-2.46198, -1.34749, 0.11479], [0.71590, -1.19339, 1.39374], [0.95398, 0.13289, -1.42251], [2.46500, -0.13208, -0.70151], [1.04147, 1.70300, 0.94091], [-2.74189, -1.65412, -0.73060]], "lowdin_charge": [-0.10, 0.06, 0.01, -0.01, 0.17, 0.01, 0.21, 0.16, 0.09, 0.09, 0.18, 0.14]}


(5)
{"formula": "C3H5N2O2", "method": "the ωB97M-V functional and the def2-TZVPD basis", "e_homo_ev": [-14.409, -12.748], "total_energy_ha": -376.748072, "max_force_ha_per_bohr": 0.1346, "charge": 1, "lumo_energy_ev": [-7.7, -7.6], "symbols": ["C", "C", "C", "N", "N", "O", "O", "H", "H", "H", "H", "H"], "xyz": [[3.54650, 1.21576, 0.20255], [2.18967, -0.78224, 0.06904], [-1.35164, -0.70005, 0.34554], [2.84241, 0.22950, 0.08346], [0.11372, 0.36727, -1.02624], [1.51291, -1.73194, 0.00900], [-1.02856, 0.42214, -0.39047], [4.37554, 1.36528, 0.79818], [-1.47247, -1.58441, -0.39760], [-2.31154, -0.73983, 0.75453], [-0.50531, -1.10520, 0.96307], [0.19984, 1.20738, -1.62731]], "lowdin_charge": [0.37, -0.14, -0.09, 0.18, 0.06, 0.30, -0.17, 0.10, 0.13, 0.08, 0.09, 0.09]}


(6)
{"formula": "C3H5N2O2S", "method": "the ωB97M-V functional and the def2-TZVPD basis", "e_homo_ev": -15.400, "total_energy_ha": -775.100357, "max_force_ha_per_bohr": 0.0993, "charge": 1, "lumo_energy_ev": -6.5, "smiles": "[NH2+]=C1N=CCS1(=O)=O", "symbols": ["N", "C", "N", "C", "C", "S", "O", "O", "H", "H", "H", "H", "H"], "xyz": [[-0.48999, -2.25957, 0.18557], [-0.52460, -0.91323, 0.25667], [-1.42238, 0.00368, 0.19644], [-1.01043, 1.24034, 0.19757], [0.20139, 1.63086, -0.45800], [1.24563, 0.03910, 0.01996], [1.72763, -0.53476, -1.17213], [2.11127, 0.30559, 1.16778], [-1.34788, -2.66039, 0.09850], [0.29081, -2.70618, 0.66630], [-1.77775, 2.02679, 0.67714], [0.52062, 1.18865, -1.45537], [0.47568, 2.63912, -0.38042]], "lowdin_charge": [0.24, -0.24, 0.13, -0.09, -0.07, 0.82, -0.25, -0.25, 0.10, 0.16, 0.21, 0.14, 0.10]}


Calculated ΔE to the lowest compared entry with this formula, charge and spin (kcal per mole), listed in the same order as above: 92.1; 53.8; 166.0; 153.0; 180.8; 42.3